The following is a quantum chemistry calculation of C56H51AsF3O3PSiY as an isolated structure at a distorted geometry, from the Open Molecules 2025 dataset.

Atoms and positions in Å:
Y (-1.69486, -1.13356, 1.37781)
C (-2.06646, 0.30624, 4.24001)
C (-2.18866, -0.86226, 4.97771)
C (-3.25886, -1.60346, 4.46051)
C (-3.80686, -0.90246, 3.39281)
C (-3.05746, 0.30154, 3.23121)
H (-1.37896, 1.11224, 4.45031)
H (-1.57156, -1.14426, 5.81471)
H (-3.60906, -2.55066, 4.84021)
H (-4.72256, -1.15036, 2.86991)
H (-3.41986, 1.18154, 2.71151)
C (-3.81936, -2.90316, -1.97249)
C (-2.92586, -3.53796, -0.90479)
C (-3.04766, -5.06056, -0.89039)
O (-3.28626, -3.01996, 0.39071)
C (-1.43826, -3.11946, -1.26019)
O (-0.94486, -3.65526, -2.23879)
O (-0.91786, -2.24366, -0.51999)
H (-4.86796, -3.16726, -1.81329)
H (-3.50536, -3.24716, -2.95539)
H (-3.71926, -1.81806, -1.92479)
H (-4.09376, -5.37266, -0.91999)
H (-2.59206, -5.44856, 0.02011)
H (-2.52326, -5.47236, -1.74979)
H (-4.21046, -3.28456, 0.52931)
C (1.14254, 1.83194, -1.60509)
C (0.66074, 3.23124, -1.29009)
As (1.48374, 4.60484, -2.48269)
C (1.47634, 3.48714, -4.10369)
C (2.47534, 2.58014, -4.43499)
C (2.32694, 1.72724, -5.51399)
C (1.17144, 1.76814, -6.27659)
C (0.17644, 2.68164, -5.97059)
C (0.33184, 3.53524, -4.89339)
C (3.38174, 4.41704, -2.02309)
C (3.82214, 4.05564, -0.75689)
C (5.17364, 4.01974, -0.45909)
C (6.10944, 4.35124, -1.42299)
C (5.68634, 4.73034, -2.68689)
C (4.33534, 4.77124, -2.97669)
P (0.50764, 0.48034, -0.45849)
C (1.44034, 1.09124, 1.01101)
C (2.82434, 1.20294, 1.09631)
C (3.40604, 1.81844, 2.19111)
C (2.62254, 2.35714, 3.19921)
C (1.24344, 2.26174, 3.11671)
C (0.65994, 1.62674, 2.03471)
C (1.56514, -0.83646, -1.15929)
C (2.37564, -1.63766, -0.36639)
C (3.12354, -2.65006, -0.94049)
C (3.07704, -2.86996, -2.30639)
C (2.24184, -2.09836, -3.09609)
C (1.48114, -1.09876, -2.52459)
H (2.23804, 1.79384, -1.57449)
H (0.81854, 1.54724, -2.60949)
H (0.88994, 3.50604, -0.25589)
H (-0.42446, 3.30864, -1.40759)
H (3.37824, 2.52974, -3.83829)
H (3.10874, 1.01734, -5.74739)
H (1.04794, 1.09084, -7.10849)
H (-0.72386, 2.72184, -6.56699)
H (-0.44516, 4.25104, -4.64399)
H (3.10544, 3.80334, 0.01441)
H (5.49704, 3.73274, 0.53161)
H (7.16484, 4.31924, -1.19209)
H (6.41174, 4.99564, -3.44479)
H (4.00234, 5.08244, -3.96229)
H (3.45524, 0.80964, 0.31051)
H (4.48264, 1.88954, 2.25491)
H (3.08444, 2.85974, 4.03711)
H (0.61964, 2.69284, 3.88581)
H (-0.42536, 1.57174, 1.95711)
H (2.41494, -1.48716, 0.70311)
H (3.73944, -3.27256, -0.30779)
H (3.67314, -3.65176, -2.75559)
H (2.17614, -2.28126, -4.15919)
H (0.79304, -0.54036, -3.14239)
C (4.33154, -2.67916, 2.86161)
C (3.51124, -1.61996, 3.21351)
C (2.13584, -1.75416, 3.13161)
C (1.54094, -2.94306, 2.71901)
C (2.38524, -3.98956, 2.36881)
C (3.76214, -3.86636, 2.43261)
Si (-0.37466, -3.11886, 2.72071)
C (-0.55736, -3.64986, 4.56211)
C (-1.50756, -4.58846, 4.95031)
C (-1.66706, -4.96246, 6.27281)
C (-0.87146, -4.39336, 7.25361)
C (0.08694, -3.46326, 6.89121)
C (0.23764, -3.10486, 5.56511)
H (5.40774, -2.57916, 2.91701)
H (3.94404, -0.68506, 3.54831)
H (1.50504, -0.90866, 3.39111)
H (1.94964, -4.91826, 2.03151)
H (4.39674, -4.69926, 2.15591)
H (-0.48036, -4.49696, 2.10141)
H (-2.14706, -5.02466, 4.19451)
H (-2.42246, -5.68846, 6.55241)
H (-1.00036, -4.66626, 8.29301)
H (0.71004, -3.00346, 7.64941)
H (0.98674, -2.36846, 5.31361)
F (-5.29706, 5.31064, -5.06989)
C (-6.12506, 4.56944, -4.31399)
F (-7.00566, 4.01334, -5.18069)
F (-6.85506, 5.45164, -3.59619)
C (-5.42516, 3.57104, -3.45479)
C (-6.15176, 2.91614, -2.46329)
C (-5.51736, 2.03384, -1.61879)
C (-4.14416, 1.78404, -1.74429)
C (-3.43546, 2.42534, -2.76889)
C (-4.06836, 3.30964, -3.61489)
C (-3.48356, 0.93054, -0.83109)
C (-2.92166, 0.23374, -0.00189)
H (-7.20766, 3.11534, -2.35619)
H (-6.06996, 1.53794, -0.83459)
H (-2.37866, 2.22654, -2.88159)
H (-3.51476, 3.80904, -4.39589)

Properties
spin multiplicity = 1
highest occupied orbital energy = -4.78 eV
maximum force = 2.42 eV/A
Kohn-Sham gap = 7.0 eV
energy relative to the best compared isomer or geometry (same formula, charge and spin) = 275.4 kJ/mol
total charge = -1


The following is a quantum chemistry calculation of C56H52N6O2PSr as an isolated structure at a distorted geometry, from the Open Molecules 2025 dataset.

Atoms and positions in Å:
Sr (-0.13828, 0.08050, 0.11008)
C (-4.45010, 6.81507, 0.29284)
C (-4.93768, 5.81060, -0.53204)
C (-4.28684, 4.58858, -0.60121)
C (-3.14088, 4.35150, 0.15555)
C (-2.66316, 5.36429, 0.98328)
C (-3.31080, 6.58946, 1.05081)
C (-2.44933, 3.02883, 0.09105)
C (-2.47018, 2.25644, 1.25703)
C (-3.20835, 2.58462, 2.47044)
C (-3.04387, 1.55332, 3.32544)
C (-2.22263, 0.56235, 2.63892)
N (-1.87341, 1.04224, 1.42382)
C (-1.97622, -0.74100, 3.12465)
C (-1.53507, -1.85663, 2.37551)
C (-1.51904, -3.23632, 2.85237)
C (-1.17004, -4.01157, 1.80417)
C (-0.92991, -3.12332, 0.67525)
C (-0.57135, -3.53694, -0.60998)
C (-0.39710, -5.00853, -0.82193)
C (0.56628, -5.72962, -0.11620)
C (0.74132, -7.09192, -0.33684)
C (-0.05297, -7.75515, -1.25870)
C (-1.03646, -7.05351, -1.94406)
C (-1.20875, -5.69578, -1.72520)
C (-0.37384, -2.71285, -1.76261)
N (-0.40743, -1.35554, -1.77038)
C (-0.25796, -0.92308, -3.05086)
C (-0.43063, 0.41413, -3.49795)
C (-0.12672, 0.64753, -4.94294)
C (-1.15396, 0.77795, -5.87344)
C (-0.86525, 0.97785, -7.21526)
C (0.45389, 1.05196, -7.64079)
C (1.48317, 0.92308, -6.71971)
C (1.19259, 0.71821, -5.37834)
C (-0.93977, 1.50321, -2.77525)
C (-1.29586, 2.79176, -3.33959)
C (-1.88600, 3.50534, -2.35047)
C (-1.87880, 2.67058, -1.16207)
N (-1.27579, 1.49740, -1.44922)
C (-0.04442, -2.06018, -3.90362)
C (-0.11531, -3.17207, -3.11084)
N (-1.15282, -1.83790, 1.07854)
C (-2.34458, -0.97764, 4.55344)
C (-1.62229, -0.35538, 5.56965)
C (-1.95789, -0.54752, 6.90227)
C (-3.02789, -1.36478, 7.23680)
C (-3.76158, -1.98145, 6.23288)
C (-3.42344, -1.78731, 4.90177)
H (-4.95804, 7.76900, 0.34645)
H (-5.83169, 5.97900, -1.11844)
H (-4.67142, 3.80057, -1.23720)
H (-1.77583, 5.18966, 1.58076)
H (-2.92539, 7.36881, 1.69563)
H (-3.80945, 3.46637, 2.62191)
H (-3.48600, 1.43812, 4.30203)
H (-1.77836, -3.56984, 3.84350)
H (-1.10429, -5.08766, 1.78636)
H (1.13733, -5.23144, 0.66141)
H (1.48518, -7.63783, 0.23040)
H (0.07719, -8.81608, -1.42664)
H (-1.67992, -7.56805, -2.64594)
H (-1.98445, -5.15327, -2.25138)
H (-2.18146, 0.71601, -5.53595)
H (-1.67151, 1.07435, -7.93078)
H (0.67905, 1.21041, -8.68724)
H (2.51323, 0.98517, -7.04698)
H (1.99497, 0.62100, -4.65525)
H (-1.13980, 3.10271, -4.35987)
H (-2.28815, 4.50216, -2.42394)
H (0.08485, -2.03452, -4.97418)
H (-0.05736, -4.19739, -3.44144)
H (-0.79596, 0.29578, 5.30482)
H (-1.38900, -0.05422, 7.68024)
H (-3.29449, -1.51331, 8.27498)
H (-4.60645, -2.60818, 6.48756)
H (-4.00611, -2.25480, 4.11740)
C (3.70602, 2.83216, -2.35043)
C (3.54861, 1.70433, -1.32565)
C (4.89859, 1.04012, -1.07389)
C (2.86007, 2.18578, -0.05837)
C (3.40118, 2.03189, 1.21193)
C (2.68168, 2.38110, 2.35089)
C (1.40125, 2.91396, 2.26020)
C (0.58926, 3.25316, 3.47831)
C (0.88438, 3.13074, 0.98187)
C (1.59416, 2.76988, -0.15123)
H (4.18026, 2.45897, -3.25972)
H (4.33109, 3.62865, -1.94230)
H (2.74627, 3.26448, -2.62980)
H (2.88053, 0.94959, -1.76559)
H (5.61206, 1.75342, -0.65629)
H (5.31664, 0.66976, -2.01106)
H (4.81606, 0.19919, -0.37830)
H (4.40538, 1.64336, 1.33230)
H (3.13828, 2.26670, 3.32977)
H (-0.29315, 2.61282, 3.54276)
H (0.23066, 4.28281, 3.43713)
H (1.17199, 3.13644, 4.39231)
H (-0.09244, 3.57987, 0.87023)
H (1.14718, 2.93128, -1.12677)
N (2.58092, -3.30113, -1.50816)
C (3.60485, -2.40995, -0.86430)
P (2.88493, -1.98534, 0.77337)
O (2.29876, -3.25590, 1.29380)
O (2.10359, -0.72643, 0.65161)
C (4.17102, -1.59065, 2.04585)
N (3.28696, -1.56679, 3.26782)
H (1.69350, -2.81501, -1.75023)
H (2.28264, -4.03650, -0.85059)
H (2.91630, -3.73988, -2.36503)
H (3.74714, -1.52288, -1.47696)
H (4.54097, -2.95903, -0.76849)
H (4.63509, -0.61450, 1.93054)
H (4.91333, -2.37439, 2.17731)
H (2.65769, -0.75824, 3.20569)
H (3.79591, -1.53262, 4.14847)
H (2.69108, -2.41455, 3.21578)

Properties
spin multiplicity = 1
highest occupied orbital energy (alpha / beta) = -8.45 / -8.45 eV
maximum force = 1.45 eV/A
Kohn-Sham gap (alpha / beta) = 5.5 / 5.5 eV
energy relative to the best compared isomer or geometry (same formula, charge and spin) = 68.8 kJ/mol
total charge = +1